1.
C4H11N4 | wB97M-V/def2-TZVPD

Properties
Energy above the lowest of the compared OMol25 structures with the same formula, charge and spin, kcal/mol: 109.2
Gap between HOMO and LUMO (alpha / beta), Eh: 0.222 / 0.333
Energy, a.u.: -377.65268
Molar mass, g/mol: 115.16
Structure (SMILES): CN/C(N)=C\CN=[NH2+]
Lowest unoccupied orbital energy (alpha / beta), eV: -5.5 / -3.4
E_HOMO (alpha / beta), hartree: -0.4231 / -0.4588

Geometry as ORCA input:
```
! wB97M-V def2-TZVPD RIJCOSX def2/J DEFGRID3
* xyz 1 1
N 0.74156 -0.83890 0.04335
N -1.77162 -0.24644 0.05272
N 2.14518 1.10741 0.04798
N -3.04298 -0.60553 0.00258
C -0.09232 1.50287 0.04365
C -1.42110 1.08620 0.03928
C 0.91503 0.51356 0.13013
C 1.84201 -1.78499 -0.08575
H -0.17016 -1.17888 0.51898
H -3.86405 -0.02668 -0.05584
H 2.19687 -2.14198 -1.12886
H -1.82299 1.38253 -1.01545
H 2.27686 2.05749 -0.35441
H 2.73508 -1.42629 0.46819
H 2.99136 0.52674 -0.02562
H -3.19857 -1.63982 0.15642
H -0.02931 2.55933 0.02419
H 1.56957 -2.72071 0.55818
H -2.00043 1.87409 0.58028
*
```

Charges per atom according to Löwdin partitioning, unit e: N 0.014; N -0.085; N 0.160; N 0.060; C 0.006; C -0.284; C -0.298; C -0.074; H 0.160; H 0.115; H 0.125; H 0.202; H 0.147; H 0.076; H 0.113; H 0.150; H 0.125; H 0.126; H 0.163


2.
C2H7BrSi | wB97M-V/def2-TZVPD

Properties
Energy above the lowest of the compared OMol25 structures with the same formula, charge and spin, kcal/mol: 61.6
Gap between HOMO and LUMO, Eh: 0.405
Energy, a.u.: -2943.82983
Molar mass, g/mol: 139.07
Structure (SMILES): C=C[SiH3].Br
Lowest unoccupied orbital energy, eV: 0.6
E_HOMO, hartree: -0.3815

Geometry as ORCA input:
```
! wB97M-V def2-TZVPD RIJCOSX def2/J DEFGRID3
* xyz 0 1
Br 3.38887 -1.14082 1.80125
Si -0.55375 0.40550 -1.81513
C -1.23439 0.13300 -0.04870
C -0.49322 0.00254 1.05774
H 2.16103 -0.48522 2.36167
H -0.96825 -0.27018 2.12982
H 0.62554 -0.03906 1.00309
H -0.88281 1.71324 -2.33482
H -0.63123 -0.69805 -2.70097
H -2.31973 0.05270 0.10027
H 0.90794 0.32635 -1.55421
*
```

Charges per atom according to Löwdin partitioning, unit e: Br 0.264; Si 0.641; C -0.382; C -0.127; H -0.240; H 0.102; H -0.012; H -0.095; H -0.111; H 0.037; H -0.077


3.
C22H26BrN2O3S | wB97M-V/def2-TZVPD

Properties
Gap between HOMO and LUMO, Eh: 0.270
Energy, a.u.: -4160.49510
Molar mass, g/mol: 478.43
Lowest unoccupied orbital energy, eV: -2.6
E_HOMO, hartree: -0.3648

Geometry as ORCA input:
```
! wB97M-V def2-TZVPD RIJCOSX def2/J DEFGRID3
* xyz 1 1
Br -5.13551 -3.63948 -0.30684
S 2.77921 -1.06741 1.14115
O 1.02550 1.91098 -0.97972
O -0.87757 2.34155 0.61288
O -5.27227 -0.59095 0.07193
N -3.29826 2.07948 1.16219
N -0.01349 -1.97054 -0.61414
C -2.49697 -2.64091 -0.51810
C -0.16780 1.60888 -0.18230
C 0.48752 -0.68435 -0.71155
C 4.52006 -2.91535 1.40556
C -0.44213 0.30834 -0.54809
C 5.75909 -3.66543 1.13710
C 2.00949 -0.58158 -0.43574
C 6.48585 -3.07271 -0.03613
C 5.08852 -1.51842 -0.45729
C 0.82054 4.38264 -1.54687
C -3.45741 1.29034 -0.16750
C -4.00593 -0.86865 -0.11830
C -1.76095 -0.41339 -0.20460
C 0.62261 -3.30693 -0.71688
C -3.83948 3.59764 1.12930
C -3.64510 1.46173 2.15827
C 6.34407 -2.14296 -0.77727
C 1.58530 3.43406 -0.63929
C -1.46156 -1.56720 -0.42889
C -3.67052 -2.50045 -0.36629
C -3.04270 0.00521 -0.34886
C 4.07929 -1.74603 0.80418
H -2.14328 -3.74685 -0.49903
H -4.93608 1.26395 2.26912
H 1.14223 4.10691 -2.74766
H 1.29744 5.31200 -1.39476
H -3.25859 0.44807 2.38967
H 7.38538 -3.58113 -0.12423
H 1.26315 3.71359 0.36463
H 6.14665 -4.29304 1.69374
H 4.02372 -3.12500 2.15795
H 1.08680 -3.12730 -1.66233
H -2.91843 2.17702 -1.01769
H 2.30614 0.44261 -0.96706
H 6.82696 -1.67136 -1.70021
H -3.34459 4.07506 0.22983
H -0.00967 -3.98653 -0.63782
H 2.67127 3.50545 -0.81368
H 2.30703 -1.20998 -1.29433
H -3.64558 4.04819 2.17185
H -3.61783 1.89690 3.05469
H -5.89129 -1.20678 -0.08632
H 1.43250 -3.26850 0.02766
H -4.64218 1.43430 -0.32708
H -2.18756 2.04176 1.09916
H 4.84309 -0.71898 -1.07624
H -0.23672 4.34031 -1.36325
H -4.92000 3.60126 0.73547
*
```

Charges per atom according to Löwdin partitioning, unit e: Br 0.890; S 1.040; O -0.094; O 0.020; O 0.094; N -0.243; N 0.038; C -0.085; C -0.280; C -0.167; C -0.091; C -0.020; C 0.094; C -0.349; C -0.173; C 0.044; C -0.095; C -0.080; C -0.179; C -0.095; C 0.069; C 0.072; C -0.207; C -0.134; C -0.099; C -0.114; C -0.612; C -0.211; C -0.686; H 0.158; H 0.202; H 0.161; H 0.052; H 0.143; H 0.092; H 0.103; H 0.005; H 0.003; H 0.107; H 0.227; H 0.129; H 0.160; H 0.096; H -0.001; H 0.122; H 0.090; H 0.132; H 0.056; H 0.008; H 0.097; H 0.180; H 0.107; H 0.053; H 0.054; H 0.117


4.
C5H6O | wB97M-V/def2-TZVPD

Properties
Energy above the lowest of the compared OMol25 structures with the same formula, charge and spin, kcal/mol: 35.0
Gap between HOMO and LUMO, Eh: 0.388
Energy, a.u.: -269.29039
Molar mass, g/mol: 82.10
Structure (SMILES): C=C=C(C)C=O
Lowest unoccupied orbital energy, eV: 0.7
E_HOMO, hartree: -0.3611

Geometry as ORCA input:
```
! wB97M-V def2-TZVPD RIJCOSX def2/J DEFGRID3
* xyz 0 1
O 2.53904 0.53742 -0.47990
C -0.56648 -0.63024 0.49077
C -1.13437 -1.55104 1.21003
C 0.18063 0.18886 -0.20733
C -0.34206 1.42101 -0.92413
C 1.63832 -0.17711 -0.11100
H 1.87751 -1.16196 0.36276
H -1.26148 -1.43256 2.28208
H -0.20247 1.34848 -2.00830
H 0.19078 2.31224 -0.58213
H -1.41424 1.58385 -0.74332
H -1.50518 -2.43894 0.71048
*
```

Charges per atom according to Löwdin partitioning, unit e: O 0.049; C -0.070; C 0.034; C -0.243; C -0.043; C -0.235; H 0.128; H 0.068; H 0.083; H 0.081; H 0.082; H 0.067


5.
C9H14 | wB97M-V/def2-TZVPD

Properties
Energy above the lowest of the compared OMol25 structures with the same formula, charge and spin, kcal/mol: 24.4
Gap between HOMO and LUMO (alpha / beta), Eh: 0.093 / 0.250
Energy, a.u.: -351.24039
Molar mass, g/mol: 122.21
Lowest unoccupied orbital energy (alpha / beta), eV: 3.5 / 3.5
E_HOMO (alpha / beta), hartree: 0.0372 / -0.1220

Geometry as ORCA input:
```
! wB97M-V def2-TZVPD RIJCOSX def2/J DEFGRID3
* xyz -1 2
C 1.93425 1.34647 -0.49771
C 2.86801 0.42088 -0.32276
C 0.29656 -0.27895 -0.74522
C -3.53769 1.53107 0.70667
C -4.08432 0.09987 0.38037
C 2.59106 -0.93112 -0.27684
C 1.20701 -1.30824 -0.48324
C 3.51764 -1.96308 0.28981
C 0.58890 1.06133 -0.73974
H -3.03822 1.87734 -0.20877
H -3.24215 -0.54756 -0.00958
H -0.10085 1.87374 -0.93910
H 3.61052 -2.03650 1.41271
H -4.95127 -0.01428 -0.36850
H -0.76320 -0.57063 -0.79373
H -4.50029 -0.28580 1.31565
H 0.73104 -2.19448 -0.18546
H 2.28839 2.38555 -0.57267
H 3.13481 -3.00932 -0.07559
H 3.93580 0.73029 -0.17741
H 4.60142 -1.86421 -0.14808
H -4.28180 2.32747 0.92869
H -2.80561 1.35017 1.51051
*
```

Charges per atom according to Löwdin partitioning, unit e: C -0.228; C -0.181; C -0.203; C -0.175; C -0.194; C -0.384; C -0.131; C -0.163; C -0.203; H 0.049; H 0.063; H 0.053; H 0.039; H 0.070; H 0.067; H 0.039; H 0.035; H 0.073; H 0.073; H 0.103; H 0.074; H 0.057; H 0.066


6.
C2HNO | wB97M-V/def2-TZVPD

Properties
Energy above the lowest of the compared OMol25 structures with the same formula, charge and spin, kcal/mol: 12.1
Gap between HOMO and LUMO, Eh: 0.403
Energy, a.u.: -206.75376
Molar mass, g/mol: 55.04
Structure (SMILES): N#CC=O
Lowest unoccupied orbital energy, eV: -0.7
E_HOMO, hartree: -0.4292

Geometry as ORCA input:
```
! wB97M-V def2-TZVPD RIJCOSX def2/J DEFGRID3
* xyz 0 1
O -0.46226 -0.25949 -1.46482
N -0.27450 1.43584 1.31953
C -0.24302 0.47874 0.68030
C 0.04229 -0.46595 -0.41113
H 0.93749 -1.18913 -0.12388
*
```

Charges per atom according to Löwdin partitioning, unit e: O 0.104; N 0.173; C -0.159; C -0.273; H 0.155


7.
C13H47N19O10 | wB97M-V/def2-TZVPD

Properties
Energy above the lowest of the compared OMol25 structures with the same formula, charge and spin, kcal/mol: 191.2
Gap between HOMO and LUMO, Eh: 0.332
Energy, a.u.: -2316.39843
Molar mass, g/mol: 629.64
Structure (SMILES): COC[C@H](C)N.NC(N)=O.NC(N)=O.NC(N)=O.NC(N)=O.NC(N)=O.NC(N)=O.NC(N)=O.NC(N)=O.NC(N)=O
Lowest unoccupied orbital energy, eV: -0.1
E_HOMO, hartree: -0.3365

Geometry as ORCA input:
```
! wB97M-V def2-TZVPD RIJCOSX def2/J DEFGRID3
* xyz 0 1
O -3.23222 -7.53654 -2.39253
O -1.56171 -4.02562 4.77881
O 4.96729 -1.10853 3.01331
O 0.51124 -0.06387 5.16503
O -0.61710 2.23450 0.82258
O 2.71475 6.32681 4.61991
O -0.70853 5.77065 -3.04992
O -1.47385 -2.92888 -2.74913
O -2.19081 2.91572 -8.86154
O -6.47066 -2.69534 -6.23802
N -1.42086 -3.72614 -4.77966
N 2.72587 5.10834 2.71538
N -3.20877 -6.46973 -0.46395
N 0.53338 -4.44596 4.03689
N -2.07945 3.07859 -6.77981
N 1.32402 6.12406 -2.33178
N -1.33840 1.36243 -1.15235
N -3.85960 -8.46619 -0.42261
N -0.09065 7.57828 -1.87139
N -0.24572 3.46902 -7.79844
N 4.83310 -0.21120 5.54061
N -6.87499 -0.68773 -7.06910
N -5.40232 -0.86220 -5.51912
N -0.99444 -6.04195 4.06170
N -0.35162 0.24766 7.19874
N -0.40062 -1.85960 -4.42129
N 0.82580 5.71953 3.52872
N -0.71925 0.04552 0.35791
N -1.08935 1.39977 5.45657
C -6.27876 -1.49063 -6.31066
C -3.43408 -7.50256 -1.18304
C 0.08635 6.42933 -2.40324
C -0.79957 1.29961 0.03690
C 5.02589 0.32486 3.13300
C -1.53514 3.07099 -7.88997
C -0.29046 0.50042 5.88893
C -1.06932 -2.86056 -3.89565
C 6.97812 0.21371 4.74027
C 5.52799 0.62740 4.54349
C 2.11435 5.71940 3.66065
C 4.70547 -1.46330 1.60612
C -0.74085 -4.78294 4.27429
H -4.92096 -1.57012 -4.98318
H -3.98833 -9.34543 -0.90268
H -3.06284 2.85963 -6.70839
H -3.17130 -6.52884 0.54363
H -0.09019 -1.14263 -3.78121
H -7.45298 -1.07999 -7.79858
H 3.79249 -0.95930 1.28903
H -1.07141 7.81932 -1.88221
H 6.91305 -0.86500 4.59797
H 7.65360 0.55563 3.95611
H -3.93686 -8.42396 0.58356
H -1.63419 0.52304 -1.62987
H 3.97405 0.55688 2.96592
H -5.22233 0.08397 -5.82320
H -2.95400 -5.63939 -0.97943
H 0.47346 5.06849 2.84163
H 5.13242 -1.17156 5.44996
H 2.21371 4.47790 2.11509
H -1.13350 -3.77167 -5.74685
H 0.21210 6.17708 4.18760
H -2.02067 -4.48167 -4.48048
H 0.57430 8.00682 -1.24347
H 2.11564 6.64458 -1.98177
H -6.80846 0.31182 -6.94041
H 7.37005 0.48231 5.72127
H 5.47797 0.83958 2.28518
H -1.20112 2.32369 -1.43030
H 0.82033 -3.52830 4.34620
H -0.31000 -0.25586 1.23071
H 0.06998 -1.87359 -5.31485
H -0.97638 0.74596 7.81638
H 5.36799 -1.09860 0.82117
H -0.17112 -6.53528 3.74725
H -1.84251 -6.46529 4.41047
H 1.43656 5.34072 -2.95932
H 3.88154 -0.26053 5.20564
H 4.44424 -2.51926 1.67546
H -1.05871 -0.58748 -0.35213
H -1.13343 1.44635 4.44860
H -1.55034 3.57147 -6.07469
H 0.26022 3.42305 -6.92551
H 0.24524 3.36326 -8.67472
H 1.17694 -5.08929 3.59867
H -1.71017 1.85601 6.10966
H 3.73502 5.09242 2.75374
H 0.34303 -0.39342 7.55452
H 5.34334 1.67936 4.76122
*
```

Charges per atom according to Löwdin partitioning, unit e: O 0.020; O 0.017; O -0.215; O 0.005; O -0.005; O -0.049; O 0.024; O 0.015; O 0.071; O 0.026; N 0.171; N 0.164; N 0.163; N 0.155; N 0.168; N 0.157; N 0.156; N 0.155; N 0.172; N 0.151; N 0.037; N 0.169; N 0.150; N 0.153; N 0.158; N 0.158; N 0.165; N 0.166; N 0.174; C -0.812; C -0.808; C -0.843; C -0.782; C -0.208; C -0.851; C -0.791; C -0.799; C -0.071; C -0.415; C -0.756; C -0.078; C -0.763; H 0.116; H 0.119; H 0.133; H 0.113; H 0.106; H 0.134; H 0.069; H 0.127; H 0.070; H 0.075; H 0.111; H 0.110; H 0.114; H 0.098; H 0.125; H 0.108; H 0.059; H 0.114; H 0.118; H 0.125; H 0.128; H 0.123; H 0.122; H 0.120; H 0.081; H 0.117; H 0.121; H 0.114; H 0.125; H 0.111; H 0.102; H 0.083; H 0.102; H 0.122; H 0.119; H 0.061; H 0.087; H 0.103; H 0.126; H 0.121; H 0.099; H 0.108; H 0.100; H 0.116; H 0.125; H 0.114; H 0.133


8.
C4H11NO2 | wB97M-V/def2-TZVPD

Properties
Energy above the lowest of the compared OMol25 structures with the same formula, charge and spin, kcal/mol: 30.1
Gap between HOMO and LUMO (alpha / beta), Eh: 0.430 / 0.246
Energy, a.u.: -363.88048
Molar mass, g/mol: 105.14
Lowest unoccupied orbital energy (alpha / beta), eV: -3.2 / -8.2
E_HOMO (alpha / beta), hartree: -0.5475 / -0.5481

Geometry as ORCA input:
```
! wB97M-V def2-TZVPD RIJCOSX def2/J DEFGRID3
* xyz 1 2
O 1.54048 -0.00392 -1.63571
O 1.84561 -0.72541 1.25748
N -1.53702 0.35203 0.41071
C -0.26262 -0.23647 0.09321
C 0.51064 -0.24783 1.42167
C -2.66448 0.22870 -0.56055
C 0.54731 0.62899 -0.91958
H 1.76198 -1.55849 0.77567
H 0.89786 1.50296 -0.34747
H -3.00628 -0.77798 -0.33728
H -1.62050 1.30459 0.77169
H -0.01279 -0.90383 2.15265
H 2.25726 -0.36813 -1.10378
H -3.36600 1.05562 -0.47298
H -2.19699 0.15436 -1.59871
H 0.60254 0.69797 1.94157
H -0.11940 1.09997 -1.64102
H -0.53437 -1.24802 -0.27382
*
```

Charges per atom according to Löwdin partitioning, unit e: O 0.033; O -0.026; N 0.119; C -0.250; C -0.199; C 0.028; C -0.199; H 0.103; H 0.148; H 0.114; H 0.177; H 0.142; H 0.110; H 0.110; H 0.138; H 0.137; H 0.129; H 0.184


9.
C4H11N3O | wB97M-V/def2-TZVPD

Properties
Energy above the lowest of the compared OMol25 structures with the same formula, charge and spin, kcal/mol: 9.8
Gap between HOMO and LUMO, Eh: 0.380
Energy, a.u.: -398.53851
Molar mass, g/mol: 117.15
Structure (SMILES): C[C@H](N)CNC(N)=O
Lowest unoccupied orbital energy, eV: 0.9
E_HOMO, hartree: -0.3477

Geometry as ORCA input:
```
! wB97M-V def2-TZVPD RIJCOSX def2/J DEFGRID3
* xyz 0 1
O -0.51331 2.71200 1.11446
N -0.80583 0.55437 0.52786
N -2.61656 1.80244 1.33734
N 2.10976 -0.47099 -1.52027
C -1.25022 1.74556 1.01340
C 0.59722 0.43227 0.11814
C 0.55549 -2.04698 -0.35250
C 0.77511 -0.65006 -0.95114
H 1.38949 -2.40688 0.24767
H 2.19572 -1.10430 -2.31057
H -3.05216 2.67528 1.08375
H -0.35349 -2.07932 0.24510
H 0.02517 -0.47496 -1.72539
H 0.94082 1.39840 -0.22865
H -1.44364 -0.15508 0.22153
H 2.84131 -0.71209 -0.85380
H 1.15736 0.12863 1.00686
H 0.38000 -2.74158 -1.17437
H -2.93224 1.39328 2.20058
*
```

Charges per atom according to Löwdin partitioning, unit e: O 0.046; N 0.062; N 0.116; N 0.027; C -0.607; C -0.158; C -0.070; C -0.449; H 0.078; H 0.071; H 0.086; H 0.063; H 0.137; H 0.117; H 0.121; H 0.076; H 0.127; H 0.073; H 0.083


- Number 1 is which compound?
  C4H11N4


- The lowest energy belongs to which entry?
  C22H26BrN2O3S